1.
Formula: C20H28BCl3N6O2OsTe
Source: the OMol25 dataset
Level of theory: wB97M-V/def2-TZVPD

Cartesian coordinates (Å):
Os1 0.19802 1.34195 1.68327
B1 3.37098 2.26276 1.19103
N1 3.15063 0.86832 1.77537
C1 4.06491 0.10762 2.31474
C2 3.52131 -1.04513 2.87378
C3 2.14526 -0.91760 2.60289
N2 1.90376 0.27398 1.97025
N3 2.39327 2.31385 -0.05201
C4 2.66867 2.78534 -1.25605
C5 1.53868 2.69332 -2.04565
C6 0.57555 2.12153 -1.22724
N4 1.07466 1.92573 0.00705
H1 3.18855 3.19858 1.88590
H2 4.49144 2.46022 0.82000
H3 5.08018 0.47511 2.21249
H4 4.00176 -1.86632 3.42182
H5 1.35226 -1.63509 2.76693
H6 3.68926 3.05145 -1.46436
H7 1.46002 3.00905 -3.09135
H8 -0.42744 1.86319 -1.51855
N5 -0.31676 1.21631 3.76828
C7 -0.99686 2.34041 4.51862
C8 -1.13142 3.67273 3.77536
C9 -2.37283 3.72201 2.91537
C10 -2.73170 2.51814 2.07182
N6 -1.68709 2.12078 1.06414
H9 -0.85518 0.39024 3.85885
H10 0.56934 1.01883 4.28640
H11 -0.49397 2.39676 5.50105
H12 -1.98996 1.98483 4.77833
H13 -0.20365 3.93637 3.20387
H14 -1.25925 4.44966 4.53099
H15 -2.30738 4.65703 2.30893
H16 -3.28249 3.92057 3.54178
H17 -3.67920 2.72385 1.57919
H18 -3.03642 1.65535 2.70068
H19 -1.60867 2.91686 0.41083
H20 -2.03070 1.34782 0.48008
Cl1 -1.47606 -3.46084 0.47663
C11 -2.21104 -2.16924 1.53879
Cl2 -1.71202 -2.55643 3.17680
Cl3 -4.03616 -2.22038 1.38463
C12 -1.68888 -0.81993 0.99974
O1 -0.61840 -0.49314 1.70265
O2 -2.21015 -0.30208 0.03930
C13 -2.28155 -2.60119 -5.00382
Te1 -2.34732 -1.68941 -3.01092
C14 -0.11900 -2.02523 -3.14124
C15 0.05804 -3.11154 -4.18010
C16 1.20880 -3.92779 -4.15198
C17 1.24672 -5.02694 -4.99647
C18 0.18881 -5.34326 -5.87047
C19 -0.95264 -4.54078 -5.89776
C20 -1.02509 -3.42135 -5.06823
H21 -2.39639 -1.81927 -5.73144
H22 -3.20491 -3.19251 -5.09603
H23 0.29336 -2.33709 -2.14039
H24 0.35351 -1.04909 -3.40017
H25 2.09364 -3.63536 -3.62498
H26 2.17239 -5.62537 -4.95275
H27 0.33629 -6.18105 -6.56691
H28 -1.69950 -4.72717 -6.64978

Cartesian forces (eV/Å) of the 3 atoms listed first:
1.2 1.1 0.4
-0.3 0.7 -1.0
-1.5 -0.6 0.6

**Highest occupied orbital energy (alpha / beta)**: -13.202 / -13.388 eV
**Gap between HOMO and LUMO (alpha / beta)**: 0.279 / 0.142 hartree
**DFT total energy**: -82217.480 eV
**2S+1**: 5
**Net charge**: +2
**ΔE to the lowest compared entry with this formula, charge and spin**: 0.0 kcal/mol

Atom charges from the Mulliken analysis, given in e for atoms 1 to 2: 1.195, 0.140

---

2.
Formula: C20H28Br2FeN4O9P2S
Source: the OMol25 dataset
Level of theory: wB97M-V/def2-TZVPD

Cartesian coordinates (Å):
Fe1 -0.31852 -0.40210 -0.48245
N1 0.20999 1.48593 4.23943
C1 0.17575 1.81892 2.75543
C2 0.45724 3.30041 2.54085
P1 1.46012 0.69500 2.02637
O1 2.77636 1.62534 2.23043
O2 1.52900 -0.46031 2.97337
O3 1.24057 0.52153 0.55692
P2 -1.55003 1.27588 2.24211
O4 -2.20937 2.72741 1.96495
O5 -2.10814 0.67712 3.49762
O6 -1.52068 0.50742 0.97331
H1 0.81932 0.65090 4.32761
H2 -0.77853 1.19086 4.45782
H3 0.53588 2.25876 4.81184
H4 1.44142 3.56540 2.92799
H5 -0.31203 3.91809 3.00292
H6 0.45176 3.52131 1.47466
H7 3.55913 1.07687 2.36080
H8 -3.11164 2.64506 1.63364
Br1 -3.08229 -2.90854 -3.88732
C3 -2.47639 -1.12010 -3.86491
C4 -2.71928 -0.30302 -4.97569
C5 -2.31742 1.00539 -5.00256
Br2 -2.68790 2.06340 -6.53497
C6 -1.63429 1.56533 -3.89883
C7 -1.19628 2.90374 -3.78464
C8 -0.56122 3.31735 -2.64621
C9 -0.32294 2.39225 -1.61551
N2 -0.69606 1.13997 -1.70472
C10 -1.37274 0.71707 -2.80348
C11 -1.81071 -0.65593 -2.73227
O7 -1.57727 -1.32760 -1.66857
H9 -3.24277 -0.72172 -5.82438
H10 -1.37973 3.59244 -4.59846
H11 -0.23466 4.34166 -2.53002
H12 0.19465 2.67418 -0.70619
O8 1.14256 -0.96027 -1.93318
S1 2.63919 -0.85526 -1.79596
C12 3.21123 -1.18827 -3.49521
C13 3.99341 0.02693 -3.97658
C14 3.26653 1.23499 -3.39098
C15 3.08819 0.90681 -1.91640
H13 2.27227 -1.30167 -4.04041
H14 3.75832 -2.12824 -3.52232
H15 4.05174 0.04819 -5.06491
H16 5.01752 -0.00343 -3.59453
H17 2.29025 1.36064 -3.86614
H18 3.82691 2.16022 -3.52847
H19 2.29333 1.43787 -1.40245
H20 4.01130 1.03357 -1.34701
N3 -0.12610 -1.98864 0.65420
C16 -0.27756 -2.73277 1.51562
N4 -0.43594 -3.62377 2.48110
C17 -1.67654 -4.41566 2.44406
C18 -2.77554 -3.68279 3.19506
O9 -2.36152 -3.39068 4.51763
C19 -1.23528 -2.52378 4.51697
C20 -0.05052 -3.18905 3.83837
H21 -1.46532 -5.37277 2.92366
H22 -1.95217 -4.59138 1.40515
H23 -3.66878 -4.30224 3.26928
H24 -3.03061 -2.75499 2.66528
H25 -1.00715 -2.30684 5.56081
H26 -1.48004 -1.58079 4.01210
H27 0.25377 -4.08223 4.38755
H28 0.79629 -2.50943 3.75084

Cartesian forces (eV/Å) of the 3 atoms listed first:
0.4 0.3 0.0
0.0 0.0 0.0
0.0 0.0 0.0

**Highest occupied orbital energy (alpha / beta)**: -6.831 / -6.815 eV
**Gap between HOMO and LUMO (alpha / beta)**: 0.258 / 0.258 hartree
**DFT total energy**: -249474.457 eV
**Net charge**: 0
**ΔE to the lowest compared entry with this formula, charge and spin**: 11.3 kcal/mol

Atom charges from the Mulliken analysis, given in e for atoms 1 to 2: 0.152, -0.093

---

3.
Formula: C20H28Br2N3NiO4PSe
Source: the OMol25 dataset
Level of theory: wB97M-V/def2-TZVPD

Cartesian coordinates (Å):
Ni1 0.00000 0.00000 0.00000
Br1 2.93977 2.91539 2.79924
C1 1.89166 1.34880 3.14979
C2 1.92462 0.87908 4.46643
C3 1.19455 -0.25070 4.80924
Br2 1.29240 -0.82593 6.62215
C4 0.42509 -0.92096 3.83912
C5 -0.35550 -2.07690 4.07261
C6 -1.07789 -2.65761 3.03763
C7 -1.00166 -2.06727 1.79344
N1 -0.27255 -0.96877 1.52727
C8 0.42262 -0.40782 2.51780
C9 1.13755 0.71879 2.13028
O1 1.06784 1.09945 0.91327
H1 2.51939 1.39992 5.20925
H2 -0.40586 -2.53029 5.05670
H3 -1.68083 -3.54202 3.19637
H4 -1.53962 -2.46776 0.94094
C10 2.91077 -4.00958 -2.51630
C11 2.62291 -3.57741 -1.08496
O2 3.06855 -2.24956 -0.88112
P1 1.72826 -1.26712 -0.49533
O3 2.27917 -1.12753 1.12133
C12 2.96950 0.09437 1.29491
C13 4.46220 -0.17125 1.43663
O4 2.20304 -0.14492 -1.68637
C14 1.48780 -0.38654 -2.88044
C15 2.48245 -0.57762 -4.01532
H5 2.62863 -5.07423 -2.65199
H6 3.99118 -3.88849 -2.74289
H7 2.30979 -3.40697 -3.22537
H8 3.17955 -4.23691 -0.38731
H9 1.53774 -3.75415 -0.88891
H10 2.59941 0.57516 2.22531
H11 2.80365 0.84732 0.49082
H12 4.64520 -0.84067 2.30400
H13 5.00204 0.78523 1.60118
H14 4.85454 -0.65138 0.51601
H15 0.84669 0.49429 -3.09887
H16 0.81967 -1.27924 -2.85206
H17 3.09668 0.33699 -4.14483
H18 1.93912 -0.79377 -4.95892
H19 3.16566 -1.41968 -3.78873
C16 -4.97764 0.90367 -0.14865
N2 -4.48718 2.06727 0.58464
C17 -5.23491 3.08093 1.06602
C18 -4.39572 3.97995 1.69426
N3 -3.13207 3.51899 1.59908
C19 -1.93420 4.16393 2.12963
C20 -3.21057 2.35391 0.92017
Se1 -1.83433 1.34489 0.52573
H20 -6.08110 0.95365 -0.26781
H21 -4.72052 -0.02363 0.40526
H22 -4.51137 0.87202 -1.15574
H23 -6.30990 3.16313 0.96912
H24 -4.68811 4.90039 2.18313
H25 -2.19638 5.11519 2.64019
H26 -1.23049 4.38666 1.30027
H27 -1.43966 3.49113 2.86134
H28 0.23153 0.80954 -1.26307

Cartesian forces (eV/Å) of the 3 atoms listed first:
-2.3 -0.1 -4.4
-0.4 -0.3 -0.1
-2.4 2.5 3.0

**Highest occupied orbital energy (alpha / beta)**: -6.640 / -6.739 eV
**Gap between HOMO and LUMO (alpha / beta)**: 0.234 / 0.234 hartree
**DFT total energy**: -289610.365 eV
**2S+1**: 3
**Net charge**: 0
**ΔE to the lowest compared entry with this formula, charge and spin**: 68.6 kcal/mol

Atom charges from the Mulliken analysis, given in e for atoms 1 to 2: -1.034, -0.098

---

no.,F_max (eV/A)
1,3.33
2,0.53
3,6.32